# 1
A single C20H30N2O3 molecule. Source: OMol25; level of theory: ωB97M-V/def2-TZVPD.

Each line ends with the natural charge from an NBO analysis.
Atoms and positions in Å:
1 C -3.33 -3.18 -1.24  -0.61
2 C -4.41 -2.13 -1.49  -0.40
3 H -4.16 -1.56 -2.39  0.19
4 H -5.38 -2.61 -1.65  0.20
5 C -4.53 -1.17 -0.29  -0.20
6 N -3.27 -0.51 -0.04  -0.48
7 C -2.92 -0.26 1.34  -0.03
8 C -1.39 -0.13 1.41  -0.42
9 H -1.08 0.08 2.44  0.20
10 C -0.81 0.92 0.46  -0.04
11 N 0.64 0.77 0.35  -0.61
12 C 1.28 -0.33 -0.12  0.67
13 O 0.72 -1.32 -0.54  -0.62
14 C 2.77 -0.22 -0.07  -0.09
15 C 3.49 -1.34 0.28  -0.25
16 C 4.89 -1.29 0.34  0.34
17 C 5.54 -0.11 0.03  -0.38
18 C 4.81 1.02 -0.35  0.42
19 C 3.42 0.97 -0.39  -0.37
20 H 2.85 1.83 -0.71  0.22
21 O 5.56 2.11 -0.66  -0.51
22 C 4.91 3.28 -1.08  -0.25
23 H 5.70 4.00 -1.29  0.20
24 H 4.25 3.68 -0.30  0.17
25 H 4.33 3.11 -1.99  0.18
26 H 6.61 -0.02 0.05  0.23
27 O 5.51 -2.44 0.72  -0.49
28 C 6.92 -2.46 0.77  -0.25
29 H 7.36 -2.25 -0.21  0.18
30 H 7.19 -3.47 1.08  0.20
31 H 7.30 -1.74 1.51  0.18
32 H 2.99 -2.26 0.51  0.24
33 H 1.21 1.49 0.77  0.40
34 H -0.96 1.92 0.87  0.19
35 C -1.46 0.82 -0.92  -0.42
36 H -1.20 1.69 -1.52  0.20
37 H -1.06 -0.07 -1.40  0.24
38 C -2.99 0.66 -0.85  -0.04
39 H -3.32 0.44 -1.87  0.21
40 C -3.75 1.91 -0.38  -0.42
41 C -3.60 2.19 1.12  -0.41
42 H -2.66 2.70 1.32  0.19
43 C -3.70 0.91 1.94  -0.42
44 H -3.36 1.10 2.96  0.21
45 H -4.75 0.61 1.99  0.20
46 H -4.39 2.89 1.43  0.21
47 H -3.43 2.77 -0.96  0.21
48 H -4.81 1.75 -0.60  0.20
49 H -0.97 -1.09 1.11  0.24
50 H -3.18 -1.16 1.91  0.21
51 H -4.79 -1.76 0.59  0.19
52 H -5.36 -0.47 -0.48  0.17
53 H -2.38 -2.69 -1.04  0.23
54 H -3.22 -3.82 -2.11  0.21
55 H -3.59 -3.80 -0.39  0.19

Values from the calculation:
Energy above the lowest of the compared OMol25 structures with the same formula, charge and spin (kJ/mol): 143.3
E_HOMO (hartree): -0.2909
Frontier orbital gap (hartree): 0.313
Structure (SMILES): CCCN1[C@@H]2CCC[C@H]1C[C@H](NC(=O)c1cc(OC)cc(OC)c1)C2
E_LUMO (eV): 0.6

***

# 2
A single C20H30N2O5 molecule. Source: OMol25; level of theory: ωB97M-V/def2-TZVPD.

Each line ends with the natural charge from an NBO analysis.
Atoms and positions in Å:
1 C -0.26 -5.14 -0.66  -0.25
2 H -0.05 -5.56 0.33  0.18
3 O -0.68 -3.80 -0.58  -0.48
4 C 0.17 -2.89 -0.05  0.27
5 C 1.45 -3.16 0.43  -0.30
6 C 2.25 -2.15 0.94  -0.19
7 C 1.77 -0.85 1.00  -0.16
8 C 0.48 -0.57 0.55  -0.28
9 C -0.32 -1.56 0.01  0.34
10 O -1.57 -1.39 -0.49  -0.50
11 C -2.17 -0.11 -0.47  0.10
12 C -2.72 0.25 0.92  -0.44
13 H -1.91 0.32 1.65  0.22
14 H -3.40 -0.54 1.23  0.21
15 C -3.46 1.59 0.84  -0.21
16 N -4.53 1.52 -0.13  -0.45
17 C -5.86 1.55 0.11  0.69
18 O -6.67 1.40 -0.78  -0.63
19 C -6.29 1.81 1.54  -0.71
20 H -5.91 2.76 1.89  0.23
21 H -5.94 1.02 2.20  0.22
22 H -7.37 1.83 1.56  0.24
23 C -4.05 1.20 -1.47  -0.23
24 C -3.32 -0.14 -1.47  -0.41
25 H -2.94 -0.35 -2.47  0.22
26 H -4.01 -0.94 -1.20  0.21
27 H -4.93 1.17 -2.12  0.26
28 H -3.38 2.00 -1.80  0.18
29 H -3.86 1.85 1.82  0.22
30 H -2.76 2.37 0.54  0.19
31 H -1.44 0.65 -0.79  0.17
32 H 0.15 0.45 0.63  0.24
33 C 2.55 0.29 1.55  0.67
34 O 2.02 1.26 2.06  -0.64
35 N 3.90 0.15 1.47  -0.61
36 H 4.27 -0.51 0.81  0.40
37 C 4.77 1.27 1.75  -0.24
38 C 4.77 2.27 0.59  -0.07
39 O 5.11 1.60 -0.60  -0.56
40 C 4.39 2.00 -1.76  0.11
41 C 5.22 1.54 -2.96  -0.62
42 H 4.73 1.84 -3.89  0.21
43 H 6.21 1.98 -2.92  0.22
44 H 5.31 0.46 -2.95  0.21
45 C 2.99 1.39 -1.80  -0.64
46 H 2.46 1.74 -2.68  0.21
47 H 2.41 1.68 -0.92  0.21
48 H 3.05 0.31 -1.83  0.21
49 H 4.32 3.10 -1.78  0.16
50 H 3.77 2.72 0.52  0.18
51 H 5.50 3.08 0.78  0.17
52 H 4.41 1.77 2.65  0.23
53 H 5.78 0.89 1.91  0.20
54 H 3.22 -2.40 1.33  0.21
55 H 1.83 -4.17 0.40  0.22
56 H -1.09 -5.68 -1.11  0.20
57 H 0.63 -5.25 -1.30  0.18

Values from the calculation:
Energy above the lowest of the compared OMol25 structures with the same formula, charge and spin (kJ/mol): 240.9
E_HOMO (hartree): -0.3058
Frontier orbital gap (hartree): 0.331
Structure (SMILES): COc1ccc(C(=O)NCCOC(C)C)cc1OC1CCN(C(C)=O)CC1
E_LUMO (eV): 0.7